228
Properties=species:S:1:pos:R:3:forces:R:3 method="wB97M-V/def2-TZVPD" fmax_ha_per_bohr=0.0748 homo_ev=-7.714 lumo_ev=0.412 smiles=CC1(C)CCCC(C)(C)N1O.CC1(C)CCCC(C)(C)N1O.CC1(C)CCCC(C)(C)N1O.CC1(C)CCCC(C)(C)N1O.CC1(C)CCCC(C)(C)N1O.CC1(C)CCCC(C)(C)N1O.COCCNCCOC.COCCNCCOC molar_mass_g_mol=1209.9 e_tot_ev=-103159.3670
C -5.912 -0.134 2.609 -1.16 -0.73 1.13
C -6.783 -1.421 2.896 0.39 1.18 0.00
C -6.629 -1.788 4.395 -0.58 -0.70 -0.79
C -8.289 -1.063 2.687 0.34 0.40 0.15
C -8.781 -1.131 1.287 -0.21 -1.34 -0.75
C -8.430 -2.514 0.782 -0.57 -0.89 0.12
C -6.952 -2.810 0.706 0.80 0.84 -0.82
C -6.731 -4.226 0.237 1.37 -0.79 0.24
C -6.296 -1.958 -0.372 0.46 0.76 -0.03
N -6.381 -2.624 2.083 -2.99 0.59 0.05
O -5.024 -2.855 2.172 0.82 -0.08 -0.09
H -4.853 -0.377 2.703 -0.01 0.13 -0.82
H -6.296 0.428 1.758 0.71 -0.27 -0.45
H -6.111 0.528 3.451 -0.05 0.11 0.18
H -5.601 -1.988 4.696 -0.03 0.01 -0.05
H -7.101 -1.094 5.091 0.22 0.41 -0.27
H -7.245 -2.686 4.454 0.31 -0.39 0.46
H -8.957 -1.734 3.227 0.31 -0.13 0.44
H -8.531 -0.046 2.995 0.54 0.06 0.77
H -9.870 -1.085 1.320 -0.06 0.43 -0.21
H -8.392 -0.375 0.606 -0.03 0.15 0.11
H -9.017 -2.774 -0.099 0.66 0.17 -0.66
H -8.752 -3.316 1.447 -0.58 0.30 0.73
H -7.191 -4.975 0.882 -0.16 -0.06 -0.20
H -5.654 -4.392 0.230 0.31 -0.19 0.69
H -6.855 -4.412 -0.830 -1.14 0.25 0.05
H -5.214 -2.082 -0.405 0.07 -0.30 0.04
H -6.432 -0.887 -0.226 -0.22 0.05 -0.03
H -6.706 -2.250 -1.339 0.02 0.18 -0.08
H -5.031 -3.622 2.750 0.53 -0.18 0.03
C 8.982 -2.690 -2.191 -0.26 -0.32 -0.05
C 8.395 -1.339 -2.674 0.89 -0.19 1.32
C 9.557 -0.293 -2.731 -0.63 0.49 0.06
C 7.715 -1.539 -4.037 -0.45 -0.65 -0.82
C 6.843 -0.400 -4.543 1.07 0.84 0.75
C 5.807 -0.069 -3.514 -0.53 -0.27 0.61
C 6.353 0.148 -2.061 0.20 -0.25 -0.71
C 6.949 1.568 -2.001 0.19 0.07 0.40
C 5.112 0.102 -1.157 -0.03 -0.52 0.70
N 7.343 -0.963 -1.718 -2.40 0.74 -2.92
O 7.614 -1.051 -0.373 0.51 0.42 0.85
H 8.215 -3.460 -2.104 -0.27 -0.09 -0.85
H 9.783 -2.966 -2.876 -0.13 -0.31 -0.06
H 9.367 -2.792 -1.177 0.37 1.13 0.04
H 9.966 -0.117 -1.736 -0.22 -0.04 0.16
H 10.427 -0.469 -3.363 -0.25 -0.65 -0.26
H 9.123 0.643 -3.082 0.24 0.08 0.08
H 8.444 -1.813 -4.799 0.38 0.12 0.11
H 7.041 -2.394 -4.006 0.09 -0.35 0.48
H 7.481 0.479 -4.628 0.12 0.24 -0.34
H 6.377 -0.534 -5.519 0.17 -0.44 0.01
H 5.040 -0.843 -3.480 0.05 -0.35 0.06
H 5.259 0.805 -3.864 0.01 0.32 0.40
H 7.528 1.816 -2.891 0.07 -0.10 0.10
H 7.575 1.685 -1.117 0.18 -0.07 -0.01
H 6.189 2.346 -1.922 -0.32 -0.15 -0.04
H 5.316 0.223 -0.093 0.32 0.98 0.04
H 4.555 -0.831 -1.069 0.22 -0.58 -0.94
H 4.380 0.820 -1.526 0.14 0.23 0.27
H 6.787 -1.438 -0.078 0.17 -0.32 0.57
C 0.928 4.795 4.622 -0.63 0.43 -0.42
C 2.430 4.665 4.707 -0.23 -1.37 -0.39
C 2.853 3.951 5.948 0.79 -0.40 1.85
C 2.914 3.750 3.592 -0.32 -0.49 -2.47
C 3.030 4.417 2.241 0.13 0.27 0.00
C 3.845 5.673 2.351 -0.25 0.08 -0.86
C 3.446 6.684 3.469 0.32 -1.02 -1.67
C 4.745 7.514 3.640 -0.43 -0.01 1.42
C 2.333 7.601 2.905 -0.07 -0.32 1.21
N 3.138 5.896 4.694 2.26 1.34 -2.04
O 2.808 6.730 5.747 -0.62 0.54 0.69
H 0.557 3.814 4.323 -0.56 0.08 0.48
H 0.478 5.219 5.519 0.05 -0.50 0.27
H 0.613 5.505 3.857 0.21 -0.09 -0.36
H 3.936 4.023 6.038 0.17 0.38 -0.02
H 2.427 4.417 6.837 -0.08 -0.19 0.11
H 2.743 2.868 5.994 -0.87 0.00 -0.31
H 3.856 3.217 3.725 0.19 0.35 0.76
H 2.212 2.973 3.291 -0.44 -0.42 1.24
H 3.475 3.734 1.518 0.41 -0.11 0.08
H 2.090 4.633 1.734 -0.56 0.15 0.55
H 3.641 6.096 1.367 0.62 0.90 0.03
H 4.904 5.419 2.394 0.04 0.03 0.20
H 5.543 6.814 3.887 0.25 0.07 -0.53
H 4.750 8.181 4.502 -0.53 0.17 0.19
H 4.946 8.180 2.801 0.12 -0.52 -0.26
H 1.983 8.122 3.796 -0.18 0.70 -0.32
H 1.458 7.110 2.479 0.17 -0.42 0.00
H 2.745 8.250 2.132 -0.03 0.19 0.28
H 3.625 6.789 6.248 0.03 0.07 0.25
C 2.906 -4.333 7.633 -1.78 1.67 0.31
C 1.526 -3.621 7.211 -0.35 -1.07 1.01
C 0.683 -4.725 6.504 0.04 0.07 -0.90
C 0.749 -3.244 8.534 0.96 0.11 -0.07
C -0.475 -2.334 8.388 0.78 -0.93 -0.64
C -0.064 -1.087 7.609 0.38 -0.60 0.65
C 0.802 -1.340 6.331 -1.88 -0.04 -1.10
C -0.181 -1.819 5.175 0.07 0.55 0.28
C 1.494 -0.001 5.971 -0.07 -0.59 -1.09
N 1.821 -2.381 6.489 -0.36 0.18 2.61
O 2.584 -2.580 5.348 0.06 -0.13 -0.64
H 3.373 -3.581 8.269 0.46 -0.09 -0.03
H 2.626 -5.161 8.284 0.30 -0.27 -0.30
H 3.561 -4.592 6.801 -0.30 -0.17 0.07
H 1.202 -5.021 5.592 0.06 -0.12 -0.11
H 0.532 -5.628 7.096 0.55 0.08 0.38
H -0.339 -4.503 6.197 0.04 0.68 0.07
H 0.579 -4.158 9.105 -0.47 -0.25 -0.31
H 1.417 -2.715 9.213 0.45 0.31 -0.17
H -1.283 -2.834 7.853 -0.10 -0.18 0.04
H -0.826 -2.101 9.393 -0.16 0.21 -0.10
H 0.497 -0.450 8.292 0.17 0.15 -0.03
H -1.011 -0.586 7.409 0.31 0.43 -0.68
H 0.320 -2.315 4.344 0.39 0.22 0.05
H -0.753 -0.986 4.768 0.02 0.19 -0.03
H -0.916 -2.548 5.516 0.05 0.07 0.38
H 1.835 -0.118 4.943 0.69 -0.03 0.02
H 2.314 0.244 6.647 0.04 -0.20 -0.02
H 0.874 0.889 5.858 -0.63 -0.24 0.59
H 3.440 -2.262 5.646 0.27 0.01 -0.32
C -7.371 -0.031 -4.358 0.29 -0.66 -0.88
C -6.549 0.458 -5.583 0.41 -0.10 -0.97
C -7.228 0.286 -6.982 -0.91 -1.14 1.19
C -6.316 1.973 -5.480 0.58 0.24 1.02
C -5.197 2.312 -4.484 -0.83 0.39 -0.34
C -3.921 1.656 -4.919 0.75 0.04 1.18
C -4.013 0.133 -5.055 0.32 -1.63 0.13
C -2.781 -0.264 -5.963 -0.73 -0.85 0.50
C -3.944 -0.581 -3.613 0.07 1.84 0.07
N -5.275 -0.258 -5.750 2.10 3.01 0.41
O -5.336 -1.627 -5.839 -0.63 -0.84 -0.32
H -7.353 -1.120 -4.342 -0.42 -0.16 -0.39
H -6.924 0.175 -3.385 -0.02 0.79 -0.15
H -8.390 0.344 -4.451 -0.03 -0.09 0.33
H -8.142 0.880 -6.975 0.00 0.11 -0.45
H -6.578 0.456 -7.840 0.16 0.75 0.40
H -7.517 -0.755 -7.128 -0.32 -0.18 0.21
H -6.089 2.439 -6.438 0.20 -0.28 -0.18
H -7.244 2.443 -5.154 -0.20 -0.13 0.03
H -5.087 3.392 -4.391 0.16 0.14 -0.28
H -5.456 2.024 -3.465 -0.12 -0.42 0.03
H -3.194 1.855 -4.131 0.25 -0.19 0.20
H -3.428 2.140 -5.762 -0.60 -0.16 -0.52
H -1.856 -0.319 -5.389 0.15 0.96 0.11
H -2.763 0.368 -6.851 0.35 0.23 0.24
H -2.762 -1.286 -6.340 -0.81 -0.27 0.04
H -3.652 -1.621 -3.464 -0.29 -0.09 -0.80
H -4.860 -0.346 -3.072 -0.53 -0.59 -0.28
H -3.286 -0.022 -2.948 0.78 0.11 -0.38
H -5.137 -1.699 -6.776 -0.05 -0.89 -0.11
C 1.419 1.092 -0.218 0.13 -0.93 -1.08
C 0.662 -0.081 0.534 0.28 1.36 -1.57
C 1.563 -1.352 0.499 -0.54 0.14 -0.47
C 0.524 0.359 1.946 0.49 0.31 2.32
C -0.446 1.467 2.268 -2.44 -0.58 -0.50
C -1.858 0.958 1.770 1.34 1.17 0.31
C -1.861 0.498 0.264 -0.44 -1.17 0.94
C -3.141 -0.291 0.039 -1.12 -1.13 0.46
C -1.893 1.626 -0.664 0.13 2.63 -1.62
N -0.699 -0.384 0.010 0.16 -0.76 1.53
O -0.754 -0.900 -1.299 1.02 1.48 -0.16
H 2.374 1.319 0.257 0.09 -0.22 0.11
H 1.618 0.730 -1.226 0.37 -0.17 -0.13
H 0.962 2.056 -0.442 -0.69 -0.13 0.74
H 1.702 -1.726 -0.515 -0.02 0.24 -0.17
H 2.554 -1.186 0.924 -0.05 0.32 0.07
H 1.115 -2.184 1.041 -0.22 0.15 0.23
H 0.286 -0.535 2.522 -0.49 0.01 0.30
H 1.456 0.693 2.401 0.70 -0.30 -0.54
H -0.616 1.675 3.324 0.48 -0.65 0.44
H -0.252 2.492 1.952 0.50 -0.20 -0.95
H -2.510 1.788 2.043 -0.60 0.10 -0.97
H -2.158 0.217 2.510 0.05 -0.76 -0.56
H -3.353 -0.730 -0.936 0.83 0.12 -0.28
H -4.058 0.278 0.192 0.21 0.60 0.34
H -3.231 -1.115 0.746 0.20 -0.18 0.16
H -2.877 2.075 -0.794 -0.18 0.42 0.96
H -1.734 1.467 -1.731 0.66 -1.09 0.03
H -1.139 2.365 -0.391 -0.28 0.39 0.05
H -1.167 -1.757 -1.170 -0.37 -1.12 0.15
C -0.947 -3.718 -5.536 -0.04 0.51 -1.58
O -1.410 -3.834 -4.277 -0.89 -0.84 3.33
C -0.404 -3.778 -3.255 -0.21 0.69 -0.57
C -0.930 -4.275 -1.927 -0.70 -0.23 -0.41
N -1.893 -3.450 -1.174 0.76 -0.30 0.96
C -2.396 -4.236 0.046 0.17 2.25 -2.23
C -1.456 -4.275 1.234 -0.44 -0.80 -0.15
O -0.598 -5.364 1.127 0.91 -1.45 -1.49
C -0.190 -5.907 2.322 0.44 -0.31 1.43
H -1.831 -3.812 -6.166 0.12 0.31 -0.33
H -0.265 -4.507 -5.854 0.43 -0.13 0.16
H -0.492 -2.731 -5.624 0.32 0.14 -0.73
H -0.026 -2.757 -3.199 0.07 0.27 0.11
H 0.422 -4.405 -3.591 0.21 -0.26 0.24
H -0.101 -4.492 -1.252 0.03 -0.09 -0.12
H -1.430 -5.198 -2.222 0.09 -0.61 0.33
H -2.706 -3.216 -1.724 -0.07 -0.18 -0.32
H -2.701 -5.185 -0.396 0.08 -0.55 0.89
H -3.283 -3.657 0.304 -0.12 -0.24 0.42
H -2.100 -4.499 2.084 -0.09 0.63 0.50
H -0.799 -3.415 1.363 -0.74 0.71 0.05
H -1.033 -6.257 2.918 -0.35 0.07 0.17
H 0.385 -5.214 2.937 -0.03 0.48 0.16
H 0.472 -6.769 2.245 -0.08 -0.02 -0.84
C 5.572 6.048 -5.505 -0.12 -0.14 0.89
O 5.121 4.717 -5.521 -0.40 -0.27 -0.48
C 4.007 4.430 -4.683 -0.11 -0.77 -0.37
C 3.443 3.066 -5.138 0.32 0.66 1.44
N 2.800 3.086 -6.419 -0.22 -0.20 -0.53
C 2.539 1.721 -6.860 -0.60 -0.62 0.67
C 1.544 0.916 -5.983 0.58 0.48 -0.96
O 2.149 0.325 -4.882 -0.08 -0.43 1.99
C 1.152 -0.207 -3.975 0.72 -1.05 -1.22
H 4.809 6.750 -5.840 -0.04 0.05 -0.38
H 6.496 6.118 -6.079 -0.24 -0.02 -0.13
H 5.792 6.316 -4.471 0.25 0.26 0.22
H 3.237 5.201 -4.689 -0.08 0.25 -0.49
H 4.331 4.369 -3.644 0.20 -0.19 0.23
H 2.738 2.666 -4.409 -0.24 0.43 0.20
H 4.251 2.343 -5.033 0.52 -0.18 -0.49
H 3.446 3.447 -7.106 0.14 0.45 0.00
H 3.480 1.171 -6.868 0.18 -0.45 -0.17
H 2.113 1.716 -7.863 0.11 0.21 -0.07
H 1.203 0.075 -6.587 -0.69 0.19 -0.40
H 0.744 1.577 -5.651 -0.40 0.04 -0.24
H 0.572 0.547 -3.443 0.29 -0.04 0.20
H 1.600 -1.013 -3.394 0.60 0.88 0.86
H 0.479 -0.879 -4.506 -0.68 0.50 -0.72